Entry 1:
A structure of composition C5H9NO in a non-equilibrium geometry, computed with ωB97M-V with the def2-TZVPD basis set.

```
16
Properties=species:S:1:pos:R:3
C -0.16433 -1.34336 0.92238
C 0.19690 0.84279 -0.15493
H -0.00819 1.43242 0.74668
C -2.11209 -0.22397 -0.10325
H -2.42630 0.41238 -0.93659
H 2.29899 -0.32843 0.27357
H 2.25788 1.57859 -0.33622
H -0.11396 1.44134 -1.02171
H -2.38745 0.27241 0.83284
H -0.34203 -0.98719 -1.10484
N 0.19590 -2.01392 1.79396
C 1.68986 0.62830 -0.34026
C -0.60096 -0.46656 -0.17667
H 2.06361 0.27698 0.98006
H -2.66313 -1.16628 -0.16397
O 2.09039 -0.35539 -1.12702
```

Summary:
* highest occupied orbital energy: -9.771 eV
* LUMO level: 0.674 eV
* HOMO-LUMO gap: 10.45 eV
* energy above the lowest of the compared OMol25 structures with the same formula, charge and spin: 113.60 kcal/mol
* E_tot: -8864.2863 eV

***

Entry 2:
A structure of composition C5H9NO in a non-equilibrium geometry, computed with ωB97M-V with the def2-TZVPD basis set.

```
16
Properties=species:S:1:pos:R:3
O -0.99449 0.28740 -1.60829
C -0.18922 1.09447 1.94770
H -1.39433 1.57732 0.44564
H 0.77592 -0.23455 -2.76058
H 1.60082 -0.77566 -0.21717
H -0.07367 -1.41238 -2.69446
H 0.92872 -0.96501 2.28886
H 1.35975 0.73272 3.60731
C 0.80409 -1.14816 -2.06016
H 1.68988 -1.81766 -2.22764
C 0.62037 0.13987 2.59136
H -0.42627 2.20087 2.25043
C -0.47497 0.09622 -0.53822
C 0.54293 -1.04003 -0.60099
H 0.47451 -2.09392 0.02191
N -0.68552 0.80497 0.58769
```

Summary:
* highest occupied orbital energy: -9.110 eV
* LUMO level: 0.751 eV
* HOMO-LUMO gap: 9.86 eV
* energy above the lowest of the compared OMol25 structures with the same formula, charge and spin: 109.19 kcal/mol
* E_tot: -8864.4776 eV

***

Entry 3:
An isolated molecule of C5H9NO in a non-equilibrium geometry, computed with ωB97M-V with the def2-TZVPD basis set.

```
16
Properties=species:S:1:pos:R:3
H -2.12853 0.02994 -1.03712
C 0.23336 0.84988 0.50386
N -0.32067 0.21806 1.89046
H -1.40890 -1.34320 -0.14541
H 2.86182 -0.39254 0.24766
O 1.09639 -1.36001 -0.43142
C 2.21995 -0.50972 -0.62480
H -1.72038 1.50763 0.98290
C 0.85800 0.02418 -0.60089
C -1.17235 0.57944 0.78918
H 2.73703 -0.61543 -1.57888
H 0.62085 1.85289 0.62067
C -1.96239 -0.40853 -0.04452
H 0.39094 0.27659 -1.55781
H -2.94391 -0.62630 0.39099
H 0.69293 0.02238 1.66100
```

Summary:
* highest occupied orbital energy: -8.724 eV
* LUMO level: 0.985 eV
* HOMO-LUMO gap: 9.71 eV
* energy above the lowest of the compared OMol25 structures with the same formula, charge and spin: 122.16 kcal/mol
* E_tot: -8863.9152 eV

***

Entry 4:
An isolated molecule of C5H9NO in a non-equilibrium geometry, computed with ωB97M-V with the def2-TZVPD basis set.

```
16
Properties=species:S:1:pos:R:3
C -0.42352 -1.18099 -2.49013
C 0.25971 -0.77918 -1.26233
C 0.42181 0.36480 1.53010
C -0.20071 -1.23631 0.07145
H -0.01789 2.49030 1.45865
H -1.04612 -1.91758 0.03820
H 1.60726 2.08377 2.04542
H 1.29905 -0.44441 -1.36338
H 0.11562 -1.22543 -3.43609
H -1.32537 0.61475 0.51256
C 0.56066 1.77116 2.05535
N -0.55550 -0.00343 0.78090
H -1.27271 -1.86066 -2.40534
O -0.63536 0.12144 -1.98510
H 0.21485 1.84016 3.09433
H 0.99822 -0.63840 1.35543
```

Summary:
* highest occupied orbital energy: -6.949 eV
* LUMO level: 0.677 eV
* HOMO-LUMO gap: 7.63 eV
* energy above the lowest of the compared OMol25 structures with the same formula, charge and spin: 130.51 kcal/mol
* E_tot: -8863.5530 eV

***

Entry 5:
An isolated molecule of C5H9NO, computed with ωB97M-V with the def2-TZVPD basis set.

```
16
Properties=species:S:1:pos:R:3
H -1.91626 1.63026 -0.00374
O -0.31538 2.92106 0.20867
H -0.67607 1.88370 -2.14537
H -0.49297 3.12995 1.13585
C -0.31660 1.18815 -1.38341
H 0.87563 -3.36730 1.26995
N -0.40251 0.77908 1.10708
H -0.67097 0.18090 -1.62236
H 0.76977 -3.08988 -0.47277
C 0.99848 -1.29650 0.69678
H 2.07162 -1.12751 0.65533
C -0.81603 1.63237 -0.02336
H 0.77768 1.18734 -1.39437
H -0.61828 -2.72424 0.56663
C 0.47302 -2.69385 0.50531
C 0.25888 -0.23355 0.89977
```

Summary:
* highest occupied orbital energy: -8.703 eV
* LUMO level: 0.871 eV
* HOMO-LUMO gap: 9.57 eV
* energy above the lowest of the compared OMol25 structures with the same formula, charge and spin: 47.68 kcal/mol
* E_tot: -8867.1451 eV

***

Entry 6:
An isolated molecule of C5H9NO, computed with ωB97M-V with the def2-TZVPD basis set.

```
16
Properties=species:S:1:pos:R:3
H -0.55218 -1.47632 1.50190
C -0.81275 -0.54640 0.98909
H -2.67245 0.07779 -1.55099
H 1.70245 0.57535 1.49402
H 0.49701 1.84981 1.27593
H 1.07610 -1.85604 -0.76893
N -0.81405 0.81911 -0.89659
C -1.86906 0.11926 -0.81421
H 1.99551 -0.37435 -1.10898
H -1.06408 0.19916 1.75895
C 0.16936 0.12596 0.01124
H 1.77025 1.61435 0.06541
O -1.97959 -0.79495 0.18067
H 0.47998 -0.65426 -1.92072
C 0.98584 -0.77612 -0.96533
C 1.08767 1.09767 0.74857
```

Summary:
* highest occupied orbital energy: -9.594 eV
* LUMO level: 0.966 eV
* HOMO-LUMO gap: 10.56 eV
* energy above the lowest of the compared OMol25 structures with the same formula, charge and spin: 32.03 kcal/mol
* E_tot: -8867.8239 eV

***

Entry 7:
A cluster of 2 separate species, C5H9NO in total in a non-equilibrium geometry, computed with ωB97M-V with the def2-TZVPD basis set.

```
16
Properties=species:S:1:pos:R:3
H -0.63134 2.06576 -0.49406
N 0.23731 0.17262 -0.27523
H 1.80493 1.25394 -1.22095
H 0.40208 0.81801 -2.24716
C 1.05987 0.47974 -1.44046
H 1.55863 -0.43548 -1.75149
H 1.68712 -1.28172 0.33279
C 0.69446 -0.91816 0.60680
O -2.95725 -1.82047 1.51081
C -0.39085 1.36256 0.31393
C -2.21966 -0.95815 1.65639
H -1.29206 1.02704 0.82265
H -0.28982 -1.68668 -1.12933
H 0.59140 -0.72105 1.67915
C -0.52904 -1.14861 -0.20366
H 0.30755 1.82530 1.01893
```

Summary:
* highest occupied orbital energy: -7.269 eV
* LUMO level: 0.795 eV
* HOMO-LUMO gap: 8.06 eV
* energy above the lowest of the compared OMol25 structures with the same formula, charge and spin: 109.05 kcal/mol
* E_tot: -8864.4839 eV

***

Entry 8:
A cluster of 2 separate species, C5H9NO in total in a non-equilibrium geometry, computed with ωB97M-V with the def2-TZVPD basis set.

```
16
Properties=species:S:1:pos:R:3
C 0.08006 0.55620 -0.74491
H 0.33085 0.65024 1.36036
H 1.47125 -1.47041 0.56060
C 1.50076 1.03146 -0.40838
N -0.24938 -0.80866 -0.78073
O -2.39191 0.71812 0.41737
H -2.84493 -1.22982 -0.18215
H -0.39878 1.13260 -1.53792
H 0.03500 -2.69468 0.04555
H -0.03043 2.20567 0.53430
C 0.49720 1.27467 0.56075
H 2.36176 0.24815 -0.28289
H 1.78241 1.72696 -1.14716
C 0.27982 -1.57897 0.29130
H -0.16968 -1.34334 1.25881
C -2.25404 -0.41819 0.05508
```

Summary:
* highest occupied orbital energy (alpha / beta): -7.475 / -7.520 eV
* LUMO level (alpha / beta): 0.117 / 0.221 eV
* HOMO-LUMO gap (alpha / beta): 7.59 / 7.74 eV
* energy above the lowest of the compared OMol25 structures with the same formula, charge and spin: 143.58 kcal/mol
* E_tot: -8862.9866 eV

***

Entry 9:
A cluster of 2 separate species, C5H9NO in total in a non-equilibrium geometry, computed with ωB97M-V with the def2-TZVPD basis set.

```
16
Properties=species:S:1:pos:R:3
H -0.44070 1.97436 -0.07522
H 0.38870 1.61426 -1.60770
O -0.47956 -0.42077 2.89688
H -0.72163 -1.70211 -0.29733
H -2.73842 -0.94316 0.43388
C 1.60773 -0.80924 -0.55995
C 0.39939 1.43974 -0.52099
H 1.48757 -1.88113 -0.36699
C 0.36651 -0.03188 -0.22046
N -0.81279 -0.69323 -0.30537
C -1.93434 -0.21910 0.32960
H -2.24382 0.79086 0.08851
H 1.89898 -0.68152 -1.61250
H 2.44517 -0.46031 0.05285
C -0.54093 0.14404 1.88645
H 1.31814 1.87918 -0.12165
```

Summary:
* highest occupied orbital energy: -7.251 eV
* LUMO level: 0.951 eV
* HOMO-LUMO gap: 8.20 eV
* energy above the lowest of the compared OMol25 structures with the same formula, charge and spin: 79.04 kcal/mol
* E_tot: -8865.7852 eV

***

Entry 10:
An isolated molecule of C5H9NO in a non-equilibrium geometry, computed with ωB97M-V with the def2-TZVPD basis set.

```
16
Properties=species:S:1:pos:R:3
H -0.67645 2.02262 -1.87821
C -0.91336 1.57491 -0.90688
C -0.19283 -0.45179 0.65983
C 1.40970 0.31404 -0.55500
H -1.38248 -2.87594 1.95104
H 1.94177 -0.09478 -1.42285
O -0.63466 -2.39008 1.57308
H 1.88043 -1.44180 0.98440
H -0.39497 -0.44147 -1.48635
H -1.98912 1.37755 -0.87730
C -0.12886 0.29341 -0.72088
N -1.22662 -1.21182 1.11665
H 1.86646 1.28296 -0.30369
C 1.23168 -0.66196 0.58145
H -0.67611 2.31016 -0.12842
H -0.11457 0.39399 1.41311
```

Summary:
* highest occupied orbital energy (alpha / beta): -7.419 / -8.360 eV
* LUMO level (alpha / beta): 0.490 / 0.772 eV
* HOMO-LUMO gap (alpha / beta): 7.91 / 9.13 eV
* energy above the lowest of the compared OMol25 structures with the same formula, charge and spin: 141.07 kcal/mol
* E_tot: -8863.0954 eV